{
  "formula": "C42H95N10O14P3",
  "method": "the ωB97M-V functional and the def2-TZVPD basis",
  "species": ["P", "P", "P", "O", "O", "O", "O", "O", "O", "O", "O", "O", "O", "O", "O", "O", "O", "N", "N", "N", "N", "N", "N", "N", "N", "N", "N", "C", "C", "C", "C", "C", "C", "C", "C", "C", "C", "C", "C", "C", "C", "C", "C", "C", "C", "C", "C", "C", "C", "C", "C", "C", "C", "C", "C", "C", "C", "C", "C", "C", "C", "C", "C", "C", "C", "C", "C", "C", "C", "H", "H", "H", "H", "H", "H", "H", "H", "H", "H", "H", "H", "H", "H", "H", "H", "H", "H", "H", "H", "H", "H", "H", "H", "H", "H", "H", "H", "H", "H", "H", "H", "H", "H", "H", "H", "H", "H", "H", "H", "H", "H", "H", "H", "H", "H", "H", "H", "H", "H", "H", "H", "H", "H", "H", "H", "H", "H", "H", "H", "H", "H", "H", "H", "H", "H", "H", "H", "H", "H", "H", "H", "H", "H", "H", "H", "H", "H", "H", "H", "H", "H", "H", "H", "H", "H", "H", "H", "H", "H", "H", "H", "H", "H", "H"],
  "coordinates": [[1.8290, 1.2884, -4.4681], [5.9411, 4.1017, 2.8194], [-2.8240, -5.5396, -3.4174], [-0.5482, -2.5333, 3.7244], [6.1080, -1.7520, 4.8264], [-5.1439, -0.3817, 1.3630], [-4.3081, 0.2694, -3.3628], [0.2106, 6.1043, 0.0388], [4.5739, -3.3088, 4.3588], [-1.3042, 0.4488, 1.0776], [6.1526, 5.5306, 3.0645], [3.0463, 1.4506, -5.2748], [0.6214, 1.2885, 1.8206], [-2.1062, -1.4701, 4.9218], [-2.5850, 0.7283, -2.0108], [1.8501, 4.9060, -0.8739], [-3.5517, -6.7102, -3.9215], [-3.4125, -4.0702, -3.8891], [-6.3295, -0.2508, 4.1536], [0.6433, 0.4097, -5.2718], [2.0524, 0.5460, -2.9922], [-1.1973, -5.4916, -3.8474], [6.6965, 3.1944, 3.9929], [-2.7606, -5.5202, -1.7600], [6.5244, 3.4889, 1.4032], [1.1278, 2.7401, -4.0605], [4.3710, 3.5906, 2.7903], [0.4793, -1.0677, 1.2869], [-0.1249, -0.2381, 4.4840], [-2.1099, -0.3281, 5.8012], [1.9357, 3.9399, -3.9217], [2.5641, -2.1674, 4.9779], [-1.1224, 0.6503, 5.2153], [-3.4186, -6.6096, -1.0209], [-0.2132, 3.8029, -0.1581], [-5.3775, -2.4910, 4.3442], [-3.8261, 2.5439, -3.0075], [3.9345, 2.3862, 2.0947], [-5.4238, 1.0038, -3.8781], [-0.5697, -6.8125, -3.9375], [-5.3296, 2.3872, -3.2098], [-3.4213, 1.1053, -2.7780], [-4.0291, -3.9636, -5.2142], [-1.0716, 5.8395, 0.6823], [-1.8325, -4.7244, -0.9833], [-5.1331, -0.5139, -0.0388], [-0.7032, -1.8097, 0.6741], [-5.7042, -1.4804, 2.0665], [-1.8836, -0.8469, 0.8324], [-0.9060, -1.5532, 4.3034], [-5.4121, -1.2196, 3.5122], [0.6106, -1.0374, -5.3235], [0.7393, 4.9555, -0.4395], [5.8725, 3.8430, 0.1389], [-1.5299, 4.4899, 0.1237], [-0.2891, 2.9681, -4.1562], [3.1509, -3.4416, 4.3393], [-0.6430, -4.5280, -4.8121], [0.1360, 1.0594, -6.4705], [4.9611, -2.0774, 4.7687], [3.4519, 4.0958, 3.7963], [6.4042, 1.7985, 4.1648], [3.7449, -1.1866, 4.9717], [7.5839, 3.8525, 4.9608], [2.8542, -0.6802, -3.0172], [-0.0381, 0.3614, 1.4765], [7.9308, 3.1988, 1.2297], [1.0793, 0.6161, -1.9168], [-3.2901, -2.8540, -3.1060], [0.5976, -0.3448, -1.7127], [4.7922, 1.7558, 1.8650], [0.5559, 0.5995, -7.3766], [-3.5116, 3.1452, -2.1598], [8.4790, 4.0965, 0.9076], [3.3099, 1.8032, 2.7806], [-0.0914, 3.0346, -0.9158], [-6.1256, -0.5893, -0.4870], [-5.8252, 2.3985, -2.2389], [-2.6267, -1.0723, 1.5950], [-2.1505, 4.0224, 0.8885], [8.2264, 3.1111, 5.4354], [5.3308, 1.5796, 4.1609], [0.7512, -0.5071, 5.0725], [2.0948, -2.3720, 5.9375], [1.3704, -1.0070, 0.6651], [6.8600, 1.3498, 5.0462], [1.5457, 1.0839, -1.0436], [0.4256, -4.4429, -4.6353], [-2.3613, -2.3065, -3.2857], [-0.3108, -1.3196, -5.8489], [1.9430, 4.5079, -4.8571], [-6.7680, -1.6317, 1.8393], [-5.4136, -2.3502, 5.4207], [2.2383, -1.5705, -2.8360], [-2.9150, -6.7685, -0.0688], [-1.7776, 6.6548, 0.5985], [-2.3973, -0.7258, -0.1204], [-7.2530, -0.6561, 4.0173], [-1.2036, -3.6028, -4.7084], [-3.5531, -3.0479, -2.0671], [-0.7110, 5.6936, 1.7057], [3.5780, -0.6325, -2.1951], [3.6589, 5.1461, 3.9941], [-1.0243, -7.4164, -4.7260], [-2.3803, -4.1225, -0.2474], [3.6413, -0.5060, 4.1286], [-1.6207, 1.3420, 4.5335], [0.2654, 2.1304, -6.5384], [-4.3917, -0.8324, 3.5990], [-4.1142, -2.2019, -3.4110], [-6.4055, 0.6173, -3.6059], [-3.6170, -3.1069, -5.7527], [1.4803, 4.5820, -3.1725], [-4.4661, -6.3688, -0.8197], [-1.8282, -0.7233, 6.7870], [-0.5584, -2.2201, -0.3217], [-4.6730, 0.4381, -0.3369], [8.3809, 2.8789, 2.1675], [-0.9028, 2.1100, -3.8700], [-3.3401, 2.9587, -3.8944], [-1.0880, -5.3317, -0.4598], [-3.3793, -7.5194, -1.6165], [-3.1292, 0.0117, 5.9817], [5.6557, 2.9241, -0.4157], [6.7861, 1.1423, 3.3607], [-2.1478, 4.6220, -0.7682], [-0.8322, -4.8810, -5.8364], [1.4076, -1.4796, -5.9328], [-1.3225, -4.0342, -1.6533], [-0.5651, 3.6953, -3.3765], [0.7904, -1.3916, 2.2819], [0.4914, -6.7039, -4.1838], [2.4326, 3.9561, 3.4362], [-4.3912, -1.2277, -0.4147], [-4.5383, -3.1303, 4.0744], [1.7811, -1.7062, 4.3738], [-5.1698, -2.3826, 1.7275], [0.5257, -1.4165, -4.3087], [-0.6684, 1.2858, 5.9754], [8.0552, 2.4703, 0.4268], [-6.2882, -3.0744, 4.1259], [-3.6876, -4.8383, -5.7709], [0.1355, 0.0906, 3.4813], [8.1839, 4.5844, 4.4254], [4.9180, 4.3110, 0.3825], [0.1400, 3.3627, 0.7832], [-0.9433, 0.8549, -6.5617], [-0.6685, 3.3573, -5.1078], [-5.3714, 1.0471, -4.9656], [-6.3152, 0.6292, 3.6494], [-0.8832, -2.7112, 1.2707], [3.3496, 2.5859, 1.1937], [0.2692, 1.2917, -2.1922], [2.9176, 3.6419, -3.5688], [7.0274, 4.3523, 5.7589], [2.7747, -4.2864, 4.9131], [-5.7487, 3.1876, -3.8178], [3.9556, -0.6196, 5.8764], [6.4749, 4.5014, -0.4871], [3.5477, 3.5511, 4.7477], [3.3969, -0.8152, -3.9486], [2.8812, -3.5763, 3.2919], [-0.5617, -7.3091, -2.9659], [-5.1141, -3.9404, -5.1381]],
  "mulliken_charge": [-0.015, 0.252, 0.110, -0.593, -0.560, -0.343, -0.147, -0.414, -0.363, -0.288, -0.880, -0.895, -0.673, -0.412, 0.273, -0.540, -0.869, 0.387, -0.752, 0.755, 0.641, 0.459, 0.461, 0.465, 0.454, 0.815, 0.403, 1.128, 0.511, -0.565, -0.851, 0.781, -0.699, -1.196, 2.001, -1.563, 0.013, -1.102, -0.685, -1.081, -0.619, -0.114, -1.103, -0.665, -1.292, -0.297, -0.914, -0.813, 1.890, 0.609, 1.442, -1.125, 0.319, -1.195, -0.372, -1.580, -0.633, -0.769, -1.275, 0.341, -1.051, -0.688, 0.190, -1.067, -1.133, -0.215, -1.081, 1.192, -0.995, -0.234, 0.530, 0.387, -0.257, 0.304, 0.234, -1.070, 0.509, 0.305, -0.572, 0.333, 0.380, -0.103, 0.519, 0.456, 0.574, 0.472, -0.208, 0.480, 0.183, 0.449, 0.253, 0.458, 0.379, 0.320, 0.374, 0.401, -1.061, 0.318, -0.078, 0.214, 0.300, 0.325, 0.344, 0.332, 0.504, -0.292, 0.209, 0.414, -0.517, 0.350, 0.341, 0.352, 0.212, 0.312, 0.317, 0.055, 0.128, 0.329, 0.327, 0.324, 0.539, 0.366, 0.445, 0.365, 0.283, 0.127, 0.311, 0.268, 0.199, 0.476, -0.641, 0.376, 0.297, -0.190, 0.305, -1.062, 0.254, 0.113, 0.440, 0.344, 0.436, 0.381, -0.669, 0.327, 0.285, -0.359, 0.296, 0.311, 0.397, 0.281, 0.629, 0.177, -1.044, 0.262, 0.300, 0.264, 0.408, 0.496, 0.343, 0.304, 0.346, 0.326, 0.276, 0.289],
  "smiles": "CN(C)P(=O)(N(C)C)N(C)C.CN(C)P(=O)(N(C)C)N(C)C.CN(C)P(=O)(N(C)C)N(C)C.COC[C@H](C)N.O=C1CCCO1.O=C1CCCO1.O=C1CCCO1.O=C1CCCO1.O=C1CCCO1",
  "max_force_ev_per_a": 2.36,
  "homo_lumo_gap_ev": 8.19
}